Entry 1:
Below is 12 unconnected molecules or ions with the total composition C6H33NO11, with properties calculated with wB97M-V/def2-TZVPD.

Geometry (Å):
C1 3.34 0.86 0.60
C2 2.10 0.48 0.31
C3 1.74 -0.50 -0.72
C4 0.48 -0.80 -1.00
C5 0.09 -1.80 -2.05
C6 -1.39 -2.21 -2.03
N1 -2.36 -1.12 -1.99
H1 4.21 0.42 0.10
H2 3.61 1.54 1.39
H3 1.25 0.94 0.83
H4 2.60 -0.97 -1.21
H5 -0.34 -0.30 -0.50
H6 0.31 -1.43 -3.06
H7 0.67 -2.71 -1.96
H8 -1.59 -2.90 -1.21
H9 -1.59 -2.77 -2.95
H10 -2.59 -0.83 -1.05
H11 -1.99 -0.29 -2.46
O1 -0.65 1.80 -2.05
H12 -0.78 1.78 -3.02
H13 0.25 2.16 -1.94
O2 1.86 0.79 -3.86
H14 2.10 1.53 -3.27
H15 1.78 0.04 -3.27
O3 2.02 2.70 -1.84
H16 2.23 3.63 -1.94
H17 2.51 2.37 -1.06
O4 -0.45 0.82 4.34
H18 0.44 1.11 4.53
H19 -0.80 1.41 3.64
O5 1.82 -2.35 3.90
H20 0.90 -2.04 3.80
H21 2.29 -2.02 3.13
O6 -2.80 -0.35 1.99
H22 -2.17 -0.95 2.43
H23 -2.54 0.53 2.26
O7 -0.15 -4.28 2.62
H24 -0.56 -3.41 2.70
H25 0.70 -4.18 3.08
O8 -2.42 2.43 -0.10
H26 -1.76 2.26 -0.82
H27 -2.86 1.58 0.04
O9 -1.42 2.53 2.36
H28 -2.01 3.18 2.74
H29 -1.64 2.59 1.38
O10 -0.66 1.45 -4.77
H30 -1.01 0.68 -5.22
H31 0.29 1.23 -4.61
O11 -0.93 -1.69 3.57
H32 -1.39 -2.16 4.28
H33 -0.73 -0.80 3.93

Computed properties:
Energy, eV: -30771.0321
SMILES string: C=C/C=C/CCN.O.O.O.O.O.O.O.O.O.O.O



Entry 2:
Below is 11 unconnected molecules or ions with the total composition C6H33NO11, with properties calculated with wB97M-V/def2-TZVPD.

Geometry (Å):
C1 1.31 -0.29 -0.39
C2 1.87 -1.48 0.36
C3 0.00 -0.62 -1.19
N1 -0.88 0.49 -0.77
C4 -2.40 2.24 -1.52
C5 -2.08 0.71 -1.65
C6 -3.20 -0.23 -1.23
O1 -3.12 -1.09 -0.40
H1 1.15 0.49 0.37
H2 2.14 0.04 -1.05
H3 2.63 -1.35 1.14
H4 2.22 -2.25 -0.32
H5 1.13 -1.82 1.10
H6 0.27 -0.56 -2.25
H7 -0.42 -1.58 -0.84
H8 -1.20 0.50 0.19
H9 -2.29 2.47 -0.47
H10 -3.45 2.50 -1.66
H11 -1.79 2.83 -2.20
H12 -1.80 0.62 -2.72
H13 -4.08 -0.06 -1.86
H14 -1.98 -2.62 -1.81
H15 -1.61 -2.83 -3.28
O2 -2.18 -2.30 -2.70
H16 3.62 2.36 2.53
H17 3.13 1.11 1.91
O3 3.75 1.40 2.59
H18 -0.57 2.65 3.63
H19 -1.21 3.11 2.36
O4 -0.37 2.81 2.70
H20 1.10 0.12 -5.10
H21 0.37 -0.57 -3.95
O5 1.02 0.12 -4.13
H22 1.44 1.73 -3.16
H23 0.89 2.20 -1.72
O6 1.43 2.42 -2.48
H24 -0.63 -2.69 1.94
H25 -2.02 -2.49 1.32
O7 -1.43 -3.15 1.69
H26 0.79 -3.86 -0.39
H27 -0.71 -3.81 0.18
O8 -0.14 -3.81 -0.64
H28 2.79 3.03 0.17
H29 1.89 4.23 -0.32
O9 2.68 3.99 0.15
H30 0.26 -0.57 3.71
H31 -0.44 -1.44 4.84
O10 -0.18 -1.41 3.91
H32 2.43 0.95 3.98
H33 2.33 -0.67 4.10
O11 1.87 0.18 4.08

Computed properties:
<S²>: 0.755
2S+1: 2
Energy, eV: -30760.5237
Charge: +1



Entry 3:
Below is 11 unconnected molecules or ions with the total composition C6H34N12O11, with properties calculated with wB97M-V/def2-TZVPD.

Geometry (Å):
N1 -1.73 -0.57 2.55
C1 -2.18 0.48 1.97
N2 -2.45 1.57 2.61
O1 -2.46 0.33 0.80
H1 -1.97 -0.54 3.53
H2 -1.33 -1.29 1.97
H3 -3.04 2.25 2.17
H4 -2.07 1.64 3.55
N3 -4.71 -3.47 0.84
C2 -3.63 -4.03 0.37
N4 -3.29 -3.44 -0.76
O2 -3.14 -5.04 0.82
H5 -5.25 -3.91 1.57
H6 -4.82 -2.49 0.63
H7 -3.70 -2.54 -0.92
H8 -2.68 -3.85 -1.46
N5 0.92 1.88 -2.38
C3 1.85 1.74 -3.20
N6 2.41 0.60 -3.09
O3 2.12 2.63 -3.93
H9 0.48 2.78 -2.46
H10 0.53 1.24 -1.71
H11 2.30 0.01 -2.28
H12 3.26 0.59 -3.63
N7 -0.58 3.23 0.70
C4 -0.66 3.76 -0.46
N8 -1.56 3.35 -1.33
O4 0.07 4.66 -0.81
H13 0.19 3.67 1.19
H14 -1.16 2.42 0.86
H15 -2.29 2.73 -1.02
H16 -1.58 3.98 -2.12
N9 3.94 2.00 3.27
C5 4.00 1.17 2.28
N10 5.14 0.58 2.10
O5 3.08 0.96 1.47
H17 3.22 2.70 3.17
H18 4.77 2.27 3.78
H19 5.76 0.53 2.89
H20 5.19 0.00 1.27
N11 0.60 0.11 0.40
C6 0.67 -0.84 -0.44
N12 -0.55 -1.16 -0.83
O6 1.75 -1.31 -0.81
H21 -0.25 0.49 0.81
H22 1.46 0.47 0.80
H23 -0.70 -1.62 -1.72
H24 -1.27 -0.64 -0.34
O7 2.80 3.68 0.34
H25 2.96 2.74 0.25
H26 1.96 3.83 -0.09
O8 -4.48 -0.41 -0.85
H27 -3.83 -0.72 -0.22
H28 -4.93 0.30 -0.40
O9 1.13 -4.32 -1.17
H29 1.48 -3.43 -1.21
H30 0.43 -4.33 -1.83
O10 3.98 -1.68 1.03
H31 3.29 -1.51 1.68
H32 3.51 -1.72 0.19
O11 -0.82 -4.14 -3.11
H33 -0.55 -4.70 -3.84
H34 -1.56 -3.64 -3.46

Computed properties:
Energy, eV: -47180.7644
SMILES string: NC(N)=O.NC(N)=O.NC(N)=O.NC(N)=O.NC(N)=O.NC(N)=O.O.O.O.O.O



Which maximum force belongs to each record? In order, 0.769 4.645 9.517 eV/A.
Which energy relative to the best compared isomer or geometry (same formula, charge and spin) belongs to each record? In order, 2.267 0.000 3.905 eV.